Record 1
Density functional theory data (ωB97M-V/def2-TZVPD) for the molecule C3H7N3O.

XYZ file:
```
14
Properties=species:S:1:pos:R:3:forces:R:3
C -2.903565 0.599077 0.907737 -0.373 0.336 0.206
C -1.967021 0.233893 0.040901 0.502 0.089 -0.643
N -0.743867 -0.331513 0.290065 1.600 -1.946 5.470
N 0.268620 -0.373809 -0.514828 1.178 0.856 -3.492
N 1.436319 -0.503441 -0.051300 0.677 1.100 -0.716
C 2.575981 -0.227742 -0.991764 -2.507 4.022 0.393
O 1.786837 -0.616391 1.142866 -0.820 -0.383 1.319
H -3.783711 1.178313 0.530579 0.877 -0.924 0.581
H -2.754931 0.397179 1.984516 -0.309 0.338 -0.716
H -1.976226 0.346799 -1.010698 -0.858 0.649 -1.064
H -0.384129 -0.584771 1.251273 -1.160 0.658 -0.732
H 2.853816 0.911521 -1.000690 -0.882 -1.830 0.626
H 3.411023 -0.681778 -0.629739 2.046 -1.939 0.486
H 2.180854 -0.347337 -1.948918 0.029 -1.026 -1.718
```
Forces are in eV/Å.

Calculated values
LUMO level, eV: 0.86
Gap between HOMO and LUMO, eV: 8.88
Total charge: 0

Löwdin atomic charge list, values in e, 4 entries: number 1, C, carries -0.01; number 2, C, carries -0.22; number 3, N, carries -0.03; number 4, N, carries 0.04



Record 2
Density functional theory data (ωB97M-V/def2-TZVPD) for a structure of composition C32H40F8INO3PSSbSe4W.

XYZ file:
```
93
Properties=species:S:1:pos:R:3:forces:R:3
W 0.062423 -0.512574 2.166028 -1.478 -0.527 0.199
F 0.715063 -1.816507 9.490283 -0.124 0.037 -0.341
C 0.219288 -1.685994 8.240754 0.132 -0.036 0.381
C -0.082155 -0.437168 7.738105 -0.042 0.450 0.000
F 0.126728 0.649152 8.507045 -0.051 -0.271 -0.201
C -0.604857 -0.314152 6.457670 -0.067 0.393 -0.001
F -0.889674 0.914149 6.012172 0.167 -0.492 0.218
C -0.831111 -1.422308 5.638674 -0.077 0.013 0.148
S -1.590145 -1.275183 4.073643 0.310 -0.146 -0.354
C -0.514273 -2.665004 6.183298 -0.008 -0.299 -0.106
F -0.713742 -3.792895 5.479729 0.083 0.328 0.240
C -0.001039 -2.802545 7.462863 0.032 -0.420 -0.022
F 0.283495 -4.025400 7.965115 -0.068 0.299 -0.138
O -0.087732 -0.177640 -0.178824 -0.492 0.114 0.457
P 0.491669 0.392792 -1.440463 0.513 -0.046 -0.201
C 1.719130 1.674302 -0.931452 -0.158 0.070 -0.024
C 2.842636 2.077199 -1.891629 -0.019 0.031 -0.038
C 2.504685 3.293672 -2.749142 0.025 0.050 0.114
C 2.136755 4.488577 -1.862920 -0.009 -0.100 0.000
C 0.979373 4.163150 -0.917558 0.215 0.009 -0.093
C 1.220125 2.885728 -0.123491 -0.004 0.050 -0.056
C -0.915789 0.547406 -2.638217 -0.040 -0.012 0.157
C -2.247719 0.855694 -1.931590 0.068 0.062 -0.067
C -2.482453 2.350184 -1.780274 -0.078 -0.027 -0.023
C -2.496763 3.035350 -3.143232 -0.017 -0.115 0.016
C -1.178509 2.806646 -3.876944 -0.098 -0.054 -0.013
C -0.796697 1.330387 -3.959562 -0.024 0.012 -0.002
C 1.571654 -0.900869 -2.204543 -0.009 0.015 -0.007
C 1.068695 -2.319140 -1.826776 0.043 -0.119 -0.177
C 0.479886 -3.071881 -3.016957 0.052 0.033 -0.006
C 1.533756 -3.278772 -4.117135 -0.014 0.031 0.014
C 2.508692 -2.089030 -4.193048 -0.022 -0.003 -0.009
C 1.826146 -0.806838 -3.717467 -0.012 -0.075 0.021
H 2.165733 0.995475 -0.190332 0.028 -0.055 0.053
H 3.162698 1.237451 -2.509038 0.015 0.014 -0.006
H 3.706915 2.335445 -1.267226 -0.024 -0.001 0.009
H 1.678303 3.054116 -3.422475 -0.089 -0.013 -0.042
H 3.361813 3.540584 -3.383448 0.000 0.005 -0.008
H 1.894360 5.364170 -2.473451 0.009 -0.039 -0.004
H 3.020707 4.752001 -1.267938 -0.008 0.019 -0.011
H 0.048956 4.084910 -1.471936 -0.157 -0.025 -0.182
H 0.806142 4.981786 -0.213189 0.068 -0.121 -0.074
H 0.333045 2.628393 0.455458 0.035 0.041 -0.048
H 2.004426 3.087640 0.612555 0.020 0.009 0.059
H -0.941437 -0.517518 -2.908898 -0.031 0.008 0.009
H -2.283839 0.356391 -0.963760 0.026 0.029 0.013
H -3.052057 0.427690 -2.545993 0.028 0.000 0.001
H -1.704030 2.785504 -1.147139 0.035 0.059 0.073
H -3.418140 2.525614 -1.249360 -0.003 0.015 0.058
H -2.689204 4.104050 -3.024415 0.028 -0.007 -0.015
H -3.322525 2.619505 -3.738248 0.019 0.047 0.011
H -0.398535 3.343562 -3.354219 0.218 0.211 0.193
H -1.208289 3.222093 -4.890653 -0.028 -0.032 0.025
H 0.197076 1.230435 -4.402930 -0.017 0.044 0.040
H -1.492321 0.845435 -4.656032 0.026 -0.034 -0.023
H 2.526762 -0.753458 -1.689897 0.021 -0.021 0.015
H 0.354475 -2.253082 -1.006984 0.030 -0.008 -0.121
H 1.914479 -2.893625 -1.434323 -0.289 0.154 -0.239
H -0.379406 -2.528944 -3.420217 -0.011 0.016 -0.020
H 0.092493 -4.035489 -2.679594 -0.005 -0.019 -0.010
H 1.037407 -3.409013 -5.083397 -0.004 -0.008 0.003
H 2.090993 -4.199724 -3.926571 0.007 0.012 0.010
H 2.880581 -1.968765 -5.213450 0.009 -0.012 -0.007
H 3.382055 -2.275134 -3.560731 -0.010 -0.001 0.008
H 0.886936 -0.693530 -4.264793 0.019 -0.040 0.007
H 2.432071 0.066852 -3.963107 -0.013 0.015 -0.011
I 2.338927 1.390309 3.312452 0.381 -0.024 0.122
C 1.391129 -0.511097 3.820249 0.704 0.477 -0.318
H 1.187423 -0.419936 4.877157 -0.247 0.032 -0.074
H 2.207955 -1.201419 3.637501 0.005 -0.183 0.160
C -4.091458 -2.956953 0.466466 -0.160 -0.142 -0.093
C -2.820559 -3.480726 0.310212 0.214 -0.070 -0.025
C -1.732217 -2.742957 0.736028 0.058 -0.313 -0.382
N -1.848917 -1.529730 1.276411 0.476 -0.145 0.414
C -3.069532 -1.031912 1.425633 -0.530 0.403 -0.172
C -4.212738 -1.706792 1.024882 -0.100 0.278 0.136
H -4.965958 -3.518440 0.156651 0.027 0.028 -0.002
H -2.659167 -4.458960 -0.123285 0.020 0.019 0.007
H -0.726769 -3.126931 0.651300 -0.120 -0.067 0.026
H -3.158012 -0.041196 1.845008 0.014 0.083 0.110
H -5.166208 -1.216481 1.171684 0.025 -0.028 -0.011
Se -1.792263 5.265285 1.020714 -0.181 -0.322 0.125
Sb -2.930757 3.624638 2.406820 -0.570 0.543 -0.051
Se -1.117348 1.520203 2.265828 0.248 0.070 -0.065
Se -2.926003 4.077260 4.766931 -0.009 -0.109 -0.191
Se -4.922833 2.587393 1.439399 0.373 -0.026 0.108
F 3.335407 -3.583963 2.167698 -0.001 0.007 -0.050
C 2.520489 -3.385795 1.084700 -0.077 -0.068 0.068
F 1.999387 -4.611931 0.811432 0.035 0.215 0.023
F 3.356463 -3.074798 0.061367 0.093 -0.041 0.269
C 1.461326 -2.350259 1.273029 0.828 -0.455 0.154
O 1.860924 -1.070111 1.249686 0.039 0.224 -0.018
O 0.535126 -2.576011 2.205620 -0.228 0.095 -0.125
```
Forces are in eV/Å.

Calculated values
LUMO level (spin up / spin down), eV: 3.71 / 3.71
⟨S²⟩: 2.0129
Gap between HOMO and LUMO (spin up / spin down), eV: 5.31 / 5.80
Spin multiplicity: 3
Total charge: -2

Löwdin atomic charge list, values in e, 4 entries: number 1, W, carries 1.10; number 2, F, carries 0.09; number 3, C, carries -0.14; number 4, C, carries -0.14



Record 3
Density functional theory data (ωB97M-V/def2-TZVPD) for the molecule C4H6I2O.

XYZ file:
```
13
Properties=species:S:1:pos:R:3:forces:R:3
C 2.183657 -0.379939 -0.110540 2.130 1.759 2.259
C 0.887768 0.273624 -0.201876 -7.548 -3.289 -0.393
I 0.758919 2.311017 -0.641652 -0.052 -0.407 0.003
C -0.525343 -0.552370 -0.110728 7.838 2.656 0.544
I -0.424404 -2.514678 0.588381 0.194 -0.057 -0.109
C -1.875646 -0.008759 -0.160591 0.948 2.635 1.287
O -2.184242 0.784764 1.078254 0.134 1.309 -2.191
H 2.745285 -0.579306 -1.009179 -0.318 -0.247 -0.663
H 2.919045 0.352577 0.459204 -1.408 -1.402 -0.851
H 2.071666 -1.257427 0.516607 0.262 -0.296 -0.140
H -1.794290 0.645261 -1.047461 -1.192 -0.192 0.200
H -2.545665 -0.823188 -0.134388 -1.122 -0.474 -0.698
H -2.216750 1.748423 0.773970 0.134 -1.995 0.752
```
Forces are in eV/Å.

Calculated values
LUMO level, eV: -0.29
Gap between HOMO and LUMO, eV: 7.84
Total charge: 0

Löwdin atomic charge list, values in e, 4 entries: number 1, C, carries -0.25; number 2, C, carries -0.77; number 3, I, carries 0.88; number 4, C, carries -0.70



Record 4
Density functional theory data (ωB97M-V/def2-TZVPD) for the molecule C5H5NO.

XYZ file:
```
12
Properties=species:S:1:pos:R:3:forces:R:3
O -2.342059 -0.237438 0.016326 2.995 1.181 -2.126
C -1.161376 0.091908 -0.410684 -9.293 3.528 4.454
C -0.520090 1.334275 -0.166442 0.805 1.932 2.609
C 0.855731 1.030536 -0.162266 -5.352 6.501 0.823
N 1.150030 -0.112743 -0.621660 0.615 -7.498 -1.716
C 0.644468 -1.071618 0.496722 1.224 2.010 1.760
C -0.238746 -0.820626 -0.595234 4.712 -6.535 -5.477
H -1.052456 1.994646 0.642550 1.217 -0.557 -2.260
H 1.533132 1.711924 0.243328 1.504 0.748 0.591
H 0.442694 -0.350816 1.366051 0.194 -2.082 -0.672
H 1.208119 -1.966161 0.623584 0.146 -0.537 0.112
H -0.519451 -1.603887 -1.432274 1.235 1.308 1.900
```
Forces are in eV/Å.

Calculated values
LUMO level, eV: -0.07
Gap between HOMO and LUMO, eV: 9.11
Total charge: 0

Löwdin atomic charge list, values in e, 4 entries: number 1, O, carries 0.00; number 2, C, carries -0.46; number 3, C, carries 0.02; number 4, C, carries -0.18



Record 5
Density functional theory data (ωB97M-V/def2-TZVPD) for the molecule C4H8N2S.

XYZ file:
```
15
Properties=species:S:1:pos:R:3:forces:R:3
C 1.959487 -1.120040 -1.251684 0.166 -0.305 -1.733
C -0.439470 1.221829 -1.393082 0.175 -0.168 -0.056
C -0.171529 -0.918421 2.077282 0.014 -0.062 -0.445
C -0.993804 0.694304 -0.086626 0.152 -0.439 0.063
N 2.543846 -1.281892 -2.242248 0.128 -0.313 -0.709
N 1.544178 -0.810271 -0.088775 -3.480 0.582 3.823
S -0.301295 -0.990268 0.275721 2.892 0.735 -0.865
H -0.688191 0.560901 -2.220665 -0.012 -0.002 -0.100
H -0.848101 2.208401 -1.600293 -0.090 0.030 0.026
H 0.644313 1.297822 -1.335387 0.003 0.017 -0.031
H 0.173418 0.059227 2.396485 0.075 0.070 -0.097
H 0.546592 -1.676224 2.371580 0.032 -0.092 -0.063
H -1.150925 -1.143332 2.491784 -0.051 0.022 -0.003
H -2.072331 0.544154 -0.137064 -0.032 0.033 0.105
H -0.746187 1.353809 0.742974 0.028 -0.108 0.085
```
Forces are in eV/Å.

Calculated values
LUMO level, eV: 0.16
Gap between HOMO and LUMO, eV: 8.44
Total charge: 0

Löwdin atomic charge list, values in e, 4 entries: number 1, C, carries -0.63; number 2, C, carries -0.15; number 3, C, carries -0.28; number 4, C, carries -0.41



The records above give, respectively, relative energy (zero: lowest compared OMol25 entry of this formula, charge and spin) values of 5.258; 0.000; 2.269; 4.582; 3.171 eV.
The records above give, respectively, E values of -9737.776; -361183.047; -22490.855; -8798.837; -18090.572 eV.